[1]
Below is C4H9N3O2 in the gas phase at a distorted geometry, with properties calculated with the ωB97M-V functional and the def2-TZVPD basis.

Cartesian coordinates (Å):
N  -2.230  0.664  0.794
H  -2.468  1.297  0.031
C  -0.975  0.171  0.563
N  -0.344  0.456  -0.720
H  -0.719  -1.477  -1.507
H  -0.304  -0.237  -2.709
N  0.302  1.705  -0.881
C  -0.203  -0.403  1.493
H  1.115  1.745  -0.256
C  1.201  -0.672  1.113
C  -0.089  -0.603  -1.700
H  0.684  1.814  -1.822
O  1.428  -2.002  1.020
H  0.960  -0.915  -1.677
O  2.112  0.140  1.144
H  -0.552  -0.719  2.465
H  2.402  -2.066  0.944
H  -2.322  1.102  1.705

Its electronic energy is -12857.5774 eV. For the energy above the lowest of the compared OMol25 structures with the same formula, charge and spin, the calculation gives 54.2 kcal/mol. As for the SMILES: CN(N)/C(N)=C\C(=O)O. The calculation puts the HOMO-LUMO gap at 8.77 eV.

These are the Löwdin partial charges, in e, on atoms 1 to 6: N 0.116; H 0.101; C -0.359; N -0.253; H 0.095; H 0.075

[2]
Below is a molecular structure, CHBrFI at a distorted geometry, with properties calculated with the ωB97M-V functional and the def2-TZVPD basis.

Cartesian coordinates (Å):
I  -0.852  1.646  -0.383
C  -0.303  -0.378  0.025
H  2.241  1.105  -0.067
Br  -1.061  -1.794  -0.914
F  -0.025  -0.579  1.339

Its electronic energy is -81908.7709 eV. For the energy above the lowest of the compared OMol25 structures with the same formula, charge and spin, the calculation gives 97.3 kcal/mol. The calculation puts the HOMO-LUMO gap (spin up / spin down) at 9.12 / 8.04 eV.

Charges obtained by Löwdin population analysis, quoted in units of e: I 0.716; C -1.300; H 0.072; Br 0.665; F -0.153

[3]
Below is a molecular structure, C2H2N2S3 at a distorted geometry, with properties calculated with the ωB97M-V functional and the def2-TZVPD basis.

Cartesian coordinates (Å):
S  -1.013  -3.008  0.571
H  0.965  0.196  -0.536
N  -2.170  0.163  -0.995
S  -0.079  -2.026  -0.790
H  -0.299  -0.071  0.748
S  -4.554  0.594  0.285
N  -0.961  -0.058  -1.302
C  0.003  -0.240  -0.288
C  -3.133  0.323  -0.295

Its electronic energy is -37588.6586 eV. For the energy above the lowest of the compared OMol25 structures with the same formula, charge and spin, the calculation gives 79.0 kcal/mol. The calculation puts the HOMO-LUMO gap (spin up / spin down) at 6.62 / 6.87 eV.

These are the Löwdin partial charges, in e, on atoms 1 to 6: S 0.098; H 0.077; N -0.028; S 0.423; H 0.088; S 0.719